# 1
57
Properties=species:S:1:pos:R:3:forces:R:3:lowdin_spin:R:1 method="wB97M-V/def2-TZVPD" total_charge=+1 orbital_gap_ev="9.938 / 3.058" de_lowest_kj_mol=57.6 s2=0.757 e_lumo_ev="-3.287 / -10.166" e_homo_ev="-13.2241 / -13.2240" multiplicity=2
O -1.06391 -2.54944 3.66251 0.345 0.340 -1.783 0.000
H -1.42040 -1.65745 3.58123 -0.146 0.139 0.674 0.000
H -0.60000 -2.60596 2.78975 0.016 -0.477 1.214 0.000
O -1.42825 -0.63021 0.79613 -0.052 0.634 -1.056 0.000
H -1.48022 -1.38356 1.39188 0.513 -0.216 -0.295 0.000
H -0.61438 -0.59971 0.23961 -0.490 -0.585 0.925 0.000
O 2.05658 -2.57480 -0.25888 0.657 0.137 -0.054 0.000
H 1.96473 -2.90682 0.64913 -0.090 0.037 0.135 0.000
H 1.18811 -2.45823 -0.63278 -0.600 -0.401 -0.042 0.000
O -1.29699 -1.33417 -3.33308 0.023 2.076 0.825 0.001
H -1.41968 -0.46431 -3.76364 0.546 -0.624 -0.276 0.000
H -0.64228 -1.15451 -2.59334 -0.840 -0.367 -1.349 0.000
O -3.32339 0.79155 -2.47578 0.213 2.089 1.612 0.056
H -4.22147 0.74166 -2.77801 -0.231 -0.817 -0.859 -0.002
H -2.72894 0.06150 -2.62391 -0.321 -1.160 -0.480 0.001
O 2.26981 -0.13589 3.42179 -0.297 0.243 -0.290 0.000
H 1.87356 0.56928 2.78129 1.315 -1.241 2.198 0.000
H 3.02542 0.18879 3.93103 -0.583 0.343 0.053 0.000
O 1.64233 -0.13475 0.98839 2.008 2.604 0.169 0.000
H 2.57260 0.38278 0.86756 -3.307 -2.146 0.161 0.000
H 1.53421 -0.76296 0.27753 0.713 -0.382 -0.618 0.000
O -0.36167 1.88680 0.30079 1.419 -0.408 0.764 0.000
H 0.03212 1.18509 0.89112 -0.804 0.446 -1.194 0.000
H -1.29377 1.71168 0.23123 -0.419 -0.155 0.275 -0.001
O -0.51560 3.83852 -2.18908 -0.293 0.450 0.467 0.000
H 0.38349 3.86123 -2.51315 0.354 -0.023 -0.259 0.000
H -0.55229 4.60549 -1.59120 -0.055 -0.445 -0.304 0.000
O -3.54231 2.04478 2.40285 -0.394 -0.451 -1.054 0.164
H -4.21106 1.78270 1.73985 -0.184 -0.156 0.745 -0.002
H -3.54153 2.99733 2.28399 0.279 0.564 0.249 0.001
O 2.07857 -2.67137 2.60183 -0.043 0.875 0.066 0.000
H 2.17700 -1.72351 2.93160 -0.193 -0.939 -0.414 0.000
H 1.78775 -3.16263 3.37140 0.014 -0.213 0.161 0.000
O -4.81341 0.98676 -0.02756 -0.493 0.536 0.385 0.768
H -4.63632 -0.04412 0.02224 0.777 -0.895 -0.257 0.004
H -3.99177 1.27153 -0.47360 0.656 0.354 -0.718 0.001
O 3.18684 1.26040 -1.43641 1.427 -0.022 0.978 0.000
H 4.03502 1.37333 -1.89485 -0.167 0.113 0.102 0.000
H 3.48166 1.07479 -0.50383 -0.206 0.362 -1.131 0.000
O -3.75916 -1.17301 -0.36086 0.241 0.641 0.663 0.009
H -2.78029 -0.93485 -0.35531 -0.907 -0.716 0.271 0.001
H -3.98522 -1.87149 -0.96905 0.188 -0.365 -0.349 0.000
O 1.91512 2.06371 2.29995 -0.876 0.549 -0.983 0.000
H 1.05738 2.12028 1.82866 0.763 0.609 0.279 0.000
H 2.10195 2.92740 2.66127 -0.003 0.372 0.230 0.000
O 1.65260 1.42695 -4.28139 0.093 0.050 1.151 0.000
H 2.46921 1.27190 -3.79072 0.580 -0.034 -0.750 0.000
H 1.10898 1.43015 -3.47984 -0.712 0.148 -0.734 0.000
O -0.54935 -3.04685 -1.83376 -0.548 -0.745 1.298 0.000
H -1.19531 -3.70192 -2.16450 0.914 0.528 -0.035 0.000
H 0.23370 -3.04610 -2.37872 0.116 -0.496 -0.617 0.000
O 4.37341 0.16639 1.54344 0.204 -1.136 -1.482 0.000
H 4.28270 -0.78112 1.26381 0.451 0.972 0.259 0.000
H 3.67174 0.20718 2.18676 -0.370 0.020 0.935 0.000
O 1.18405 -0.24007 -1.73040 0.864 0.677 -0.753 0.000
H 0.98339 0.72254 -1.80691 -0.024 -1.034 0.626 0.000
H 2.19860 -0.18819 -1.81988 -2.038 -0.258 0.264 0.000

# 2
8
Properties=species:S:1:pos:R:3:forces:R:3:mulliken_charge:R:1 method="wB97M-V/def2-TZVPD" orbital_gap_ev=9.178 de_lowest_kj_mol=16.0 e_lumo_ev=0.113 e_homo_ev=-9.0643
N -1.45222 0.19822 -0.46315 1.332 3.612 0.704 -0.586
O 1.15124 -0.59695 -0.83908 -0.225 1.930 -2.067 -0.502
O 1.07774 0.77621 1.10730 -2.351 0.841 -0.310 -0.465
P 0.00080 -0.01762 0.14994 0.244 -0.631 -1.146 0.608
I -0.27524 -2.19302 0.72815 -0.991 -3.296 2.597 -0.002
H -1.73993 1.21209 -0.65448 0.504 -1.756 0.123 0.207
H 0.60541 -0.90597 -1.60308 0.916 0.132 0.404 0.395
H 0.63219 1.52703 1.57439 0.572 -0.831 -0.305 0.345

# 3
7
Properties=species:S:1:pos:R:3:forces:R:3:lowdin_spin:R:1 method="wB97M-V/def2-TZVPD" orbital_gap_ev="5.558 / 7.054" de_lowest_kj_mol=116.0 s2=2.009 e_lumo_ev="0.186 / -2.441" e_homo_ev="-5.3719 / -9.4948" multiplicity=3
N -0.32603 -0.72568 0.49898 1.257 1.474 0.290 0.422
P 0.15330 -0.40453 2.14696 -0.387 -2.594 3.404 0.370
S -0.33118 1.02048 0.75423 -0.927 2.001 -2.860 1.136
I 0.54071 0.28550 -3.07013 0.896 -1.253 -0.593 0.017
H -1.20691 -1.12524 0.37613 -1.805 -0.806 -0.612 0.020
H 1.46225 -0.53392 1.87850 1.845 -0.064 -0.161 0.030
H -0.29214 1.48339 -2.58467 -0.878 1.242 0.533 0.006

# 4
8
Properties=species:S:1:pos:R:3:forces:R:3:mulliken_charge:R:1 method="wB97M-V/def2-TZVPD" orbital_gap_ev="9.255 / 7.359" de_lowest_kj_mol=615.4 e_lumo_ev="-1.303 / -0.868" e_homo_ev="-10.5584 / -8.2272"
N 0.00925 1.00382 1.01150 -1.014 -0.047 -1.273 -0.343
N 0.17814 -0.16184 -1.21991 -0.752 -0.575 0.294 0.872
O -0.80164 0.56075 -1.39659 0.051 0.059 -0.444 -0.633
O 0.55270 -1.03543 -1.98043 0.190 0.393 -0.202 -0.542
P 1.00989 -0.12864 0.36804 0.783 -0.585 0.779 0.075
H -0.03700 1.30248 1.98545 -0.130 -0.201 -0.737 0.240
H -0.76581 1.11044 0.26650 0.705 0.551 1.685 0.350
H -0.14554 -2.65157 0.96544 0.168 0.406 -0.102 -0.020

# 5
8
Properties=species:S:1:pos:R:3:forces:R:3:mulliken_charge:R:1 method="wB97M-V/def2-TZVPD" total_charge=-1 orbital_gap_ev=7.975 de_lowest_kj_mol=33.5 smiles="N=[S@@](N)(=O)[O-]" e_lumo_ev=4.166 e_homo_ev=-3.8095
N -0.82293 0.09634 -1.39237 0.799 -1.190 -1.113 -0.717
S -0.16210 0.37135 -0.05295 -0.589 3.456 1.042 0.953
N 0.69975 -1.07680 0.49969 -1.794 1.140 -0.569 -0.578
O 0.79780 1.52175 -0.12897 0.156 -2.276 0.088 -0.672
O -1.14867 0.68140 0.99753 0.427 -1.118 0.377 -0.711
H -1.78607 0.37446 -1.35272 -0.282 -0.089 0.272 0.216
H 1.53458 -1.09372 -0.04037 0.956 -0.047 -0.250 0.253
H 0.88762 -0.87477 1.47016 0.327 0.124 0.153 0.256

# 6
6
Properties=species:S:1:pos:R:3:forces:R:3:mulliken_charge:R:1 method="wB97M-V/def2-TZVPD" orbital_gap_ev="8.330 / 8.750" de_lowest_kj_mol=365.1 e_lumo_ev="-0.912 / -0.661" e_homo_ev="-9.2413 / -9.4110"
N -1.23058 0.83597 0.03077 -0.330 3.027 0.199 -0.473
N 0.70616 -0.97027 0.02845 0.865 -1.407 0.030 -0.494
P 0.25425 0.61597 -0.46177 0.682 -0.574 -0.036 0.277
H -1.45978 2.64484 -0.08505 0.804 -4.015 0.013 0.190
H 0.23268 -1.48692 0.77158 -0.370 0.594 -0.298 0.258
H 1.49726 -1.63958 -0.28398 -1.652 2.375 0.091 0.242

# 7
7
Properties=species:S:1:pos:R:3:forces:R:3:mulliken_charge:R:1 method="wB97M-V/def2-TZVPD" orbital_gap_ev="8.448 / 10.089" de_lowest_kj_mol=481.3 e_lumo_ev="-0.365 / -0.542" e_homo_ev="-8.8127 / -10.6314"
N -0.51456 -1.00714 0.86914 -3.738 -3.075 4.150 -0.418
N 0.15666 1.52095 -0.24987 1.553 -0.714 -0.656 -0.475
N 0.29986 -0.70663 0.10456 0.157 2.704 -1.134 0.673
O 1.16367 -1.03090 -0.59351 2.503 -1.353 -1.742 -0.516
H -0.60295 -2.06181 1.21772 0.717 1.919 -1.113 0.274
H -0.64210 2.11515 -0.12528 -1.043 0.058 0.071 0.206
H 0.13943 1.17038 -1.22277 -0.149 0.460 0.423 0.256

# 8
9
Properties=species:S:1:pos:R:3:forces:R:3:mulliken_charge:R:1 method="wB97M-V/def2-TZVPD" total_charge=-1 orbital_gap_ev=8.921 de_lowest_kj_mol=116.5 smiles="[H]/N=N/[P@@](N)(=O)[O-]" e_lumo_ev=4.701 e_homo_ev=-4.2197
H 0.35695 0.48372 -3.04793 0.763 1.751 -1.048 0.181
N 0.23786 0.32926 -2.07195 -0.398 -0.760 4.565 -0.505
N 0.65560 1.17497 -1.22625 0.661 -0.798 -4.453 -0.019
P 0.49294 1.05008 0.46782 0.261 1.197 1.554 0.926
N 0.00706 -0.53279 0.77091 -0.423 1.856 -2.854 -0.502
O 1.82363 1.20714 1.19029 -1.373 -0.576 -1.318 -0.757
O -0.56029 2.10719 0.60259 -0.149 -0.599 0.264 -0.744
H 0.55774 -0.78445 1.48951 1.742 -1.792 3.124 0.225
H -0.92722 -0.82445 0.72048 -1.084 -0.279 0.167 0.194

# 9
9
Properties=species:S:1:pos:R:3:forces:R:3:mulliken_charge:R:1 method="wB97M-V/def2-TZVPD" orbital_gap_ev="9.412 / 9.412" de_lowest_kj_mol=19.3 e_lumo_ev="-0.184 / -0.184" e_homo_ev="-9.5964 / -9.5962"
N 0.47363 -0.08957 0.15190 -2.665 3.981 1.409 -0.271
N 0.58858 1.98620 -0.48315 -1.118 -0.994 1.962 -0.231
N -0.09824 1.19056 0.26514 1.776 -5.943 -0.774 0.104
O 0.41836 -2.36188 1.44721 -1.382 2.032 -0.755 -0.507
O -1.50448 -1.72655 -0.11670 1.201 -0.273 -0.019 -0.471
S -0.50923 -1.23404 1.13057 1.140 -1.054 -0.807 0.561
H 0.20300 2.80990 -0.76352 -1.180 2.653 -0.469 0.215
H 1.41288 1.65799 -0.82832 2.680 -1.070 -1.530 0.251
H -0.98451 -2.23260 -0.80312 -0.452 0.666 0.982 0.349

# 10
8
Properties=species:S:1:pos:R:3:forces:R:3:lowdin_spin:R:1 method="wB97M-V/def2-TZVPD" orbital_gap_ev="6.910 / 6.061" de_lowest_kj_mol=338.8 s2=2.029 e_lumo_ev="0.209 / -4.003" e_homo_ev="-6.7004 / -10.0639" multiplicity=3
N 0.14806 -1.60975 0.48937 -0.431 0.758 2.184 0.139
O 0.55727 1.02827 0.75025 0.385 0.558 1.927 -0.025
O -0.11694 -0.93165 -0.68872 0.082 -1.927 0.454 0.292
S -1.92438 1.71500 -0.57907 -2.561 1.745 0.198 0.982
S -0.18086 0.85986 -0.45374 3.197 -0.124 -3.650 0.344
H 1.12565 -1.49392 0.81649 -0.371 0.080 -0.883 0.004
H -0.37382 -1.08604 1.25951 0.530 -1.334 -1.130 0.011
H 0.76500 1.51823 -1.59408 -0.831 0.244 0.901 0.253

# 11
9
Properties=species:S:1:pos:R:3:forces:R:3:mulliken_charge:R:1 method="wB97M-V/def2-TZVPD" total_charge=-1 orbital_gap_ev=8.280 de_lowest_kj_mol=162.7 e_lumo_ev=4.145 e_homo_ev=-4.1347
N 0.21257 -1.31761 1.44778 2.181 -0.930 0.936 -0.635
O -1.20576 1.52229 -1.36746 0.519 0.117 -0.113 -0.557
O 0.38046 -0.50514 -1.73298 -0.050 1.891 0.453 -0.619
O 1.20966 1.93949 -0.89541 -1.146 -1.259 -0.151 -0.583
P -0.34169 0.16339 1.44779 -1.802 -0.165 0.392 0.048
S 0.03533 1.05358 -0.76906 0.360 -1.302 -0.915 0.790
H 0.37441 -1.29262 -1.16504 -0.070 0.552 0.522 0.342
H 1.17877 -1.37919 1.92706 -1.931 0.380 -1.074 0.179
H -1.84374 -0.18418 1.10732 1.938 0.716 -0.050 0.037

# 12
8
Properties=species:S:1:pos:R:3:forces:R:3:mulliken_charge:R:1 method="wB97M-V/def2-TZVPD" orbital_gap_ev="8.360 / 7.576" de_lowest_kj_mol=699.2 e_lumo_ev="-0.949 / -1.154" e_homo_ev="-9.3086 / -8.7298"
N -1.29970 0.05977 -0.47758 2.034 -0.695 -3.473 -0.393
O 1.47591 -0.08168 -0.56311 -0.637 1.673 -1.516 -0.361
O 0.82418 0.79850 0.42398 0.495 0.126 0.478 0.080
O 0.58044 0.18349 1.54095 -0.703 -0.443 -0.536 -0.387
S -1.66197 -0.59241 0.89219 0.270 0.292 2.091 0.068
H -0.66350 -0.57127 -1.03865 -1.183 1.067 0.420 0.334
H -1.00605 1.02080 -0.71202 -0.952 -0.342 0.880 0.316
H 1.75069 -0.81720 -0.06577 0.677 -1.679 1.656 0.343